The following is a DFT calculation (ωB97M-V/def2-TZVPD) of a cluster of 3 separate species, C10H23O9PS in total.

The geometry in XYZ format:
```
44
Properties=species:S:1:pos:R:3:forces:R:3
C 3.209 -3.924 2.482 -0.007 0.025 -0.031
C 3.221 -2.425 2.188 -0.070 -0.038 -0.040
C 2.574 -2.073 0.850 0.006 -0.048 -0.068
O 1.470 -1.155 1.062 0.081 -0.045 0.201
P 0.226 -1.052 0.051 -0.054 0.352 -0.096
S -0.779 -2.985 0.283 0.015 0.263 -0.005
C -2.209 -2.542 1.239 0.033 -0.084 0.025
O -1.228 -3.396 -1.023 -0.077 -0.111 -0.188
O 0.029 -3.861 1.097 0.110 -0.182 0.122
H 3.574 -4.495 1.626 0.044 0.004 0.017
H 2.198 -4.268 2.697 -0.018 -0.012 -0.046
H 3.846 -4.161 3.334 -0.026 0.009 0.023
H 2.660 -1.894 2.958 0.084 0.037 0.054
H 4.244 -2.047 2.213 -0.007 0.032 0.005
H 2.196 -2.970 0.356 -0.001 0.034 0.035
H 3.270 -1.567 0.177 0.016 -0.012 0.001
H 0.833 -1.436 -1.171 -0.074 -0.246 -0.044
H -1.898 -1.920 2.076 0.025 -0.046 0.041
H -2.913 -2.014 0.602 -0.022 0.009 0.002
H -2.613 -3.486 1.604 -0.096 0.042 -0.022
C -2.401 1.475 1.792 0.043 -0.047 0.031
O -3.447 1.049 0.913 -0.016 -0.007 -0.026
C -4.529 1.829 0.925 -0.033 -0.041 0.068
O -4.674 2.820 1.593 0.015 0.009 -0.033
O -5.423 1.315 0.083 0.018 0.016 -0.010
C -6.645 2.060 -0.007 -0.001 -0.008 -0.012
H -1.606 0.748 1.652 0.037 0.036 0.022
H -2.049 2.470 1.526 -0.039 0.007 -0.020
H -2.744 1.477 2.825 -0.020 0.017 -0.009
H -6.448 3.071 -0.357 0.001 0.002 0.004
H -7.136 2.104 0.963 0.004 0.002 0.003
H -7.259 1.521 -0.721 0.000 0.004 0.001
C 3.345 3.495 -5.055 0.013 0.010 0.005
O 3.729 3.047 -3.749 -0.011 0.063 0.030
C 2.712 2.661 -2.982 0.018 -0.245 -0.087
O 1.552 2.651 -3.299 0.000 0.092 0.036
O 3.202 2.249 -1.811 0.000 0.086 0.020
C 2.207 1.790 -0.892 0.022 -0.004 0.078
H 4.271 3.770 -5.549 -0.004 0.001 -0.001
H 2.843 2.697 -5.598 -0.004 -0.002 0.006
H 2.680 4.354 -4.981 -0.003 -0.001 -0.002
H 1.658 0.952 -1.317 -0.003 0.028 -0.047
H 1.506 2.587 -0.649 -0.006 0.003 -0.026
H 2.746 1.478 -0.002 0.010 -0.001 -0.016
```
Forces are in eV/Å.

As for the molar mass: 350.3 g/mol. The calculation puts the LUMO energy at 0.551 eV. The total energy is -49293.7879 eV.